Entry from the Open Molecules 2025 dataset: the molecule C22H32Br2INO2 (wB97M-V/def2-TZVPD).

The calculation puts the gap between HOMO and LUMO at 0.350 Eh. Its SMILES is CCCCN[C@@]1(I)OC(=O)C(C[C@H](C)Br)(C[C@H](C)Br)[C@H]1CCc1ccccc1. The LUMO energy comes out at 0.005 Eh. As for the HOMO energy: -9.40 eV. As for the total charge: 0.

Bonds (Å) are listed after each position.
CARTESIAN COORDINATES (ANGSTROEM)
1 C -2.893 4.514 1.048  C2 1.539, H29 1.091, H30 1.090, H31 1.089
2 C -2.432 3.621 -0.117  C1 1.539, C3 1.531, H32 1.087, H33 1.092
3 C -3.602 3.083 -0.946  C2 1.531, C4 1.547, H34 1.091, H35 1.093
4 C -3.316 1.848 -1.831  C3 1.547, N5 1.470, H36 1.092, H37 1.091
5 N -1.975 1.265 -1.677  C4 1.470, C6 1.429, H38 1.014
6 C -1.815 0.047 -0.947  N5 1.429, I7 2.171, O8 1.431, C20 1.590
7 I -3.042 0.097 0.842  C6 2.171
8 O -2.240 -1.068 -1.736  C6 1.431, C9 1.374
9 C -1.121 -1.753 -2.145  O8 1.374, O10 1.189, C11 1.529
10 O -1.039 -2.222 -3.234  C9 1.189
11 C -0.103 -1.736 -1.003  C9 1.529, C12 1.539, C16 1.554, C20 1.565
12 C 1.274 -2.113 -1.579  C11 1.539, C13 1.538, H39 1.088, H40 1.083
13 C 1.493 -3.570 -2.020  C12 1.538, C14 1.525, Br15 1.955, H41 1.086
14 C 2.736 -4.190 -1.389  C13 1.525, H42 1.090, H43 1.090, H44 1.087
15 Br 1.731 -3.675 -3.958  C13 1.955
16 C -0.731 -2.713 0.030  C11 1.554, C17 1.549, H45 1.091, H46 1.088
17 C -0.006 -3.090 1.346  C16 1.549, C18 1.518, Br19 1.960, H47 1.088
18 C 1.138 -2.225 1.845  C17 1.518, H48 1.087, H49 1.087, H50 1.090
19 Br 0.576 -4.961 1.310  C17 1.960
20 C -0.305 -0.253 -0.546  C6 1.590, C11 1.565, C21 1.542, H51 1.083
21 C 0.619 0.846 -1.108  C20 1.542, C22 1.531, H52 1.092, H53 1.089
22 C 2.014 0.927 -0.481  C21 1.531, C23 1.512, H54 1.095, H55 1.082
23 C 2.035 1.208 1.005  C22 1.512, C24 1.394, C28 1.394
24 C 0.981 1.813 1.688  C23 1.394, C25 1.390, H56 1.083
25 C 1.057 2.052 3.055  C24 1.390, C26 1.387, H57 1.082
26 C 2.191 1.695 3.770  C25 1.387, C27 1.389, H58 1.081
27 C 3.251 1.099 3.101  C26 1.389, C28 1.388, H59 1.082
28 C 3.168 0.858 1.737  C23 1.394, C27 1.388, H60 1.085
29 H -2.270 4.359 1.931  C1 1.091
30 H -3.919 4.293 1.341  C1 1.090
31 H -2.836 5.573 0.801  C1 1.089
32 H -1.831 2.804 0.274  C2 1.087
33 H -1.794 4.217 -0.773  C2 1.092
34 H -4.444 2.865 -0.287  C3 1.091
35 H -3.932 3.892 -1.601  C3 1.093
36 H -4.088 1.088 -1.693  C4 1.092
37 H -3.396 2.157 -2.874  C4 1.091
38 H -1.611 1.068 -2.603  N5 1.014
39 H 1.449 -1.459 -2.431  C12 1.088
40 H 2.036 -1.898 -0.841  C12 1.083
41 H 0.630 -4.192 -1.801  C13 1.086
42 H 2.768 -3.965 -0.323  C14 1.090
43 H 3.635 -3.772 -1.845  C14 1.090
44 H 2.741 -5.270 -1.508  C14 1.087
45 H -0.980 -3.641 -0.487  C16 1.091
46 H -1.688 -2.290 0.328  C16 1.088
47 H -0.763 -3.107 2.127  C17 1.088
48 H 0.833 -1.182 1.889  C18 1.087
49 H 2.040 -2.326 1.248  C18 1.087
50 H 1.394 -2.518 2.864  C18 1.090
51 H -0.274 -0.163 0.533  C20 1.083
52 H 0.699 0.772 -2.196  C21 1.092
53 H 0.127 1.795 -0.905  C21 1.089
54 H 2.542 1.747 -0.978  C22 1.095
55 H 2.608 0.043 -0.669  C22 1.082
56 H 0.080 2.106 1.163  C24 1.083
57 H 0.215 2.517 3.551  C25 1.082
58 H 2.246 1.882 4.833  C26 1.081
59 H 4.142 0.816 3.646  C27 1.082
60 H 3.998 0.381 1.225  C28 1.085